No. 1
C15H32NNiO2P2 | wB97M-V/def2-TZVPD

CARTESIAN COORDINATES (ANGSTROEM)
Ni1 0.220 0.069 0.271
P1 -1.086 -1.507 1.063
C1 -2.522 -1.468 -0.029
C2 -2.767 -0.096 -0.441
N1 -1.747 0.823 -0.235
C3 -1.811 2.090 -0.664
C4 -3.012 2.617 -1.154
C5 -4.087 1.750 -1.388
C6 -3.951 0.399 -1.050
C7 -0.530 2.902 -0.620
P2 0.939 1.780 -0.846
H1 -4.712 -0.332 -1.325
H2 -3.058 3.686 -1.352
H3 -5.003 2.139 -1.845
H4 -0.547 3.651 -1.419
H5 -0.416 3.389 0.359
H6 -1.691 -4.715 -3.762
H7 -3.421 -2.004 0.316
H8 2.571 -1.268 -3.639
O1 -1.373 -3.900 -4.131
H9 -2.061 -3.470 -4.668
H10 -0.578 -0.946 -0.528
O2 2.648 -1.331 -2.713
H11 2.204 -2.189 -2.438
C8 1.060 1.766 -2.664
H12 1.018 2.788 -3.068
H13 1.999 1.285 -2.958
H14 0.225 1.174 -3.052
C9 2.302 2.886 -0.455
H15 3.235 2.336 -0.604
H16 2.290 3.749 -1.129
H17 2.245 3.223 0.581
C10 -1.656 -1.361 2.884
H18 -2.438 -2.098 3.137
H19 -0.836 -1.511 3.605
H20 -2.060 -0.354 3.064
C11 -0.483 -3.234 0.952
H21 0.493 -3.296 1.462
H22 -1.200 -3.965 1.370
H23 -0.366 -3.363 -0.135
C12 2.759 1.153 2.408
C13 2.561 -0.339 2.152
C14 1.639 -0.940 3.207
C15 2.049 -0.605 0.744
H24 1.804 1.690 2.336
H25 3.444 1.590 1.676
H26 3.168 1.313 3.414
H27 3.543 -0.817 2.274
H28 0.704 -0.372 3.254
H29 1.393 -1.984 2.981
H30 2.102 -0.898 4.201
H31 2.764 -0.199 0.018
H32 2.032 -1.688 0.581

Calculated values
energy relative to the best compared isomer or geometry (same formula, charge and spin): 12.0 kJ/mol
charge: +1
HOMO level (spin up / spin down): -9.83 / -11.95 eV
multiplicity: 3
gap between HOMO and LUMO (spin up / spin down): 0.257 / 0.251 hartree
maximum force: 3.21 eV/Å
LUMO level (spin up / spin down): -0.1042 / -0.1878 hartree
E: -2986.66633 hartree

---

No. 2
C23H14Co2NO7 | wB97M-V/def2-TZVPD

CARTESIAN COORDINATES (ANGSTROEM)
O1 -3.173 2.227 2.204
C1 -2.110 1.771 2.323
Co1 -0.528 1.020 2.454
C2 0.456 2.424 2.212
O2 1.067 3.400 2.036
C3 -0.443 0.801 4.214
O3 -0.440 0.744 5.372
C4 -0.964 -0.773 1.273
C5 -2.192 -1.422 1.769
C6 -2.563 -1.616 3.114
C7 -3.835 -2.119 3.415
C8 -4.744 -2.460 2.389
C9 -4.323 -2.304 1.055
C10 -3.068 -1.811 0.763
C11 -0.208 -0.835 0.106
C12 0.033 0.025 -1.098
Co2 0.808 -1.074 1.622
C13 0.853 -1.540 3.446
O4 0.933 -1.914 4.536
C14 2.059 0.224 1.805
O5 3.031 0.872 1.816
C15 1.737 -2.431 1.105
O6 2.412 -3.282 0.721
H1 -1.905 -1.394 3.944
H2 -4.161 -2.262 4.461
H3 -5.765 -2.851 2.642
H4 -5.011 -2.572 0.256
H5 -2.774 -1.675 -0.258
H6 1.094 0.465 -0.910
H7 -0.832 0.767 -1.261
O7 5.266 0.939 -2.606
C16 3.991 1.157 -3.029
C17 2.962 0.220 -2.684
C18 1.664 0.530 -3.076
C19 1.441 1.585 -3.960
N1 0.054 1.699 -4.050
C20 -0.681 0.811 -3.371
C21 0.318 -0.161 -2.694
C22 2.420 2.589 -4.158
C23 3.717 2.354 -3.712
H8 5.291 0.072 -2.161
H9 3.153 -0.685 -2.105
H10 -0.406 2.498 -4.546
H11 -1.681 0.511 -3.766
H12 0.366 -1.161 -3.247
H13 2.151 3.576 -4.532
H14 4.533 3.059 -3.832

Calculated values
energy relative to the best compared isomer or geometry (same formula, charge and spin): 0.0 kJ/mol
charge: -1
HOMO level: -1.72 eV
gap between HOMO and LUMO: 0.120 hartree
maximum force: 4.50 eV/Å
LUMO level: 0.0565 hartree
E: -4231.61425 hartree

---

No. 3
C3H5P3 | wB97M-V/def2-TZVPD

CARTESIAN COORDINATES (ANGSTROEM)
C1 0.850 1.354 0.986
C2 -0.698 -0.393 -1.603
C3 0.032 -0.882 -0.637
P1 -0.637 1.500 1.669
P2 -0.820 -0.569 2.370
P3 -0.560 -1.941 0.800
H1 1.193 0.334 0.733
H2 1.474 2.178 0.592
H3 -0.123 -0.119 -2.480
H4 -1.712 -0.181 -1.577
H5 1.000 -1.282 -0.854

Calculated values
energy relative to the best compared isomer or geometry (same formula, charge and spin): 138.7 kJ/mol
charge: 0
HOMO level (spin up / spin down): -7.09 / -8.95 eV
multiplicity: 3
gap between HOMO and LUMO (spin up / spin down): 0.251 / 0.231 hartree
maximum force: 3.54 eV/Å
LUMO level (spin up / spin down): -0.0093 / -0.0974 hartree
E: -1141.17918 hartree